[1]
Formula: C5H14N2O
Source: the OMol25 dataset
Level of theory: ωB97M-V/def2-TZVPD

Its SMILES is CNC[C@H](N)CCO.

```
22
C5H14N2O ωB97M-V/def2-TZVPD
H -0.80713 1.04205 -1.41319
H 0.15815 1.27379 2.51166
H 0.44398 -1.90569 -2.23647
H 1.78110 1.95207 2.40463
C 1.41169 0.46939 0.05221
H 2.16554 -0.67906 1.67752
O -3.22738 -0.94930 -0.71217
H -3.23025 -1.19978 -1.72423
C 1.25460 1.06826 2.53696
H -2.01715 -0.31111 0.84721
H -1.43736 -0.54625 -2.01499
H 0.97567 1.48020 -0.17799
C 0.39974 -0.63007 -0.61238
H 1.39850 -0.58615 -2.47117
H 1.47661 0.80714 3.52557
N 1.53797 0.09056 1.43653
H -2.63966 0.95273 -0.15645
N 1.04178 -1.21032 -1.77877
H 0.19776 -1.41263 0.14983
H 2.28660 0.35903 -0.49753
C -0.99784 -0.02126 -1.13497
C -2.17292 -0.04358 -0.21179
```


[2]
Formula: C5H14N2O
Source: the OMol25 dataset
Level of theory: ωB97M-V/def2-TZVPD

Its SMILES is CN[C@H](CN)[C@H](C)O.

```
22
C5H14N2O ωB97M-V/def2-TZVPD
C -0.91459 1.81074 0.94939
H -1.32381 2.43792 1.75816
O 1.17926 0.69789 1.38238
H 0.69916 0.49283 -1.30021
H 1.58022 -2.06103 -1.18516
C -0.24611 0.50152 1.26080
H -1.67952 1.79398 0.17729
H -0.50894 0.00301 2.19952
H -0.04429 -1.05644 -1.78003
C 1.63845 -1.85546 -0.11724
N 0.28989 -1.76438 0.46730
N -1.22525 0.73830 -1.94357
H -0.20515 2.57996 0.60675
H 2.15037 -2.74433 0.26540
C -0.48359 -0.55755 0.16733
H -1.00719 0.64967 -2.93204
H 2.22121 -0.98145 0.14894
H 1.41077 1.62667 1.42551
H 0.42624 -1.83688 1.46229
H -2.17041 0.35134 -1.89914
C -0.22004 -0.09960 -1.27270
H -1.56668 -0.72670 0.15901
```


[3]
Formula: C5H14N2O
Source: the OMol25 dataset
Level of theory: ωB97M-V/def2-TZVPD

```
22
C5H14N2O ωB97M-V/def2-TZVPD
H -1.98941 -0.06536 2.06496
H -1.65493 -0.24596 -0.32280
C -1.18228 -2.02326 1.83860
H -1.96993 -2.38374 1.21420
H 1.93201 0.41132 0.12787
H -1.38146 -2.34688 2.87049
H 2.99088 1.68572 -0.27807
C -0.76827 -0.00447 0.31809
H -0.24308 -2.52520 1.50266
H -0.72444 1.14485 0.29153
H 1.60816 1.92753 0.72063
N 1.99803 1.42131 -0.11318
H -1.03800 0.81914 -2.51146
H 1.56606 -0.40860 -1.96067
O 0.40103 -0.55323 -0.19450
C -1.05483 -0.49151 1.74697
H 0.76262 2.55045 -1.42632
C 0.82169 0.35131 -1.83551
H -0.63993 -0.82477 -2.49521
H -0.26574 -0.13482 2.37365
N -0.31049 0.12161 -2.65643
C 1.14229 1.57454 -1.27551
```


HOMO energy readings, ordered: -8.1; -8.5; -6.8 eV
Frontier orbital gap readings, ordered: 9.14; 9.41; 7.30 eV
Energy relative to the best compared isomer or geometry (same formula, charge and spin) readings, ordered: 3.563; 2.416; 4.765 eV